136
Properties=species:S:1:pos:R:3:forces:R:3 method="wB97M-V/def2-TZVPD" lumo_energy_ev=0.432 total_energy_ev=-64969.97158 largest_force_ev_per_a=2.85 smiles="CC1(C)CCCC(C)(C)N1O.CC1(C)CCCC(C)(C)N1O.CC1(C)CCCC(C)(C)N1O.CC1(C)CCCC(C)(C)N1O.NC(N)=O.NC(N)=O" homo_lumo_gap_ev=8.35 charge=0
O 2.673 5.566 1.821 -0.200 0.264 0.437
O -1.180 -3.586 4.821 0.664 -0.143 0.401
O -4.463 0.422 -2.840 -0.042 -0.064 -0.112
O -3.750 0.237 5.284 -0.319 -0.326 -0.187
O 3.338 -1.631 -5.340 0.161 -0.195 0.201
O -2.752 -0.513 0.795 0.575 -0.234 0.517
N 0.051 -3.469 4.163 -0.524 0.291 -2.787
N -5.003 -0.784 3.656 0.144 -0.142 0.461
N -5.889 -0.354 5.725 -1.392 -0.364 0.578
N 2.625 -1.756 -4.122 -1.602 -0.110 0.360
N -1.580 -2.095 1.940 0.041 -0.858 0.567
N -3.682 1.596 -2.802 0.453 0.519 0.815
N -0.549 -0.822 0.323 -1.047 -1.088 1.400
N 2.219 4.535 0.980 0.463 -1.026 -1.094
C 2.086 -2.233 3.673 -0.382 -0.815 -0.645
C 0.568 -4.760 3.651 0.766 -0.266 1.843
C 1.950 -4.620 2.954 0.023 0.149 0.317
C 2.855 -4.263 -4.252 0.074 0.721 -1.324
C 1.389 3.357 2.995 0.159 -0.341 1.188
C 1.431 -2.594 6.053 0.890 -0.074 0.384
C -1.588 0.384 -2.752 -0.447 -0.076 1.237
C 2.538 -1.323 -1.702 0.179 -1.104 -0.278
C 4.762 -1.607 -2.801 0.133 0.475 0.147
C 0.730 -5.688 4.890 0.353 -0.937 0.891
C 3.309 0.409 -3.226 -0.087 -1.081 0.790
C -1.579 2.708 -3.604 -0.161 1.406 -0.638
C -5.381 3.064 -4.017 0.553 -0.395 -0.387
C -4.800 -0.275 4.922 0.917 0.501 -0.514
C 0.590 3.906 -0.840 -0.432 -0.249 1.229
C -1.697 -1.120 1.020 -1.038 1.285 -1.096
C -2.639 0.849 -4.924 0.114 0.034 -0.992
C 3.323 -1.145 -3.009 0.313 1.611 -0.115
C -3.474 3.957 -2.678 -0.221 1.083 -0.849
C 0.327 2.663 0.016 -1.467 -0.655 -0.291
C 2.009 -2.756 -1.489 -0.224 0.604 -0.727
C 2.136 3.262 1.682 -0.057 -1.082 -0.271
C -0.396 -5.470 2.698 -0.933 0.552 0.626
C 2.889 -3.511 3.444 -1.238 0.520 -0.369
C 0.169 -1.029 4.639 -1.062 -0.509 0.310
C 0.882 -2.392 4.624 1.300 1.068 1.529
C 3.552 2.749 1.896 1.294 0.137 1.480
C 1.148 -3.183 -2.696 1.002 0.715 0.687
C 1.255 5.041 0.006 -0.435 0.510 -1.024
C -5.382 2.789 -1.529 0.844 0.816 -0.535
C 1.487 2.151 0.812 -0.222 0.696 -0.235
C -2.409 3.968 -3.779 -0.734 -0.042 -0.053
C 0.819 -3.125 -5.099 -0.158 1.698 0.266
C -2.406 1.416 -3.524 -0.433 -0.203 -0.225
C 0.158 5.918 0.634 -0.526 -0.586 0.902
C 2.080 5.849 -1.013 0.417 -0.026 0.212
C -4.499 2.811 -2.781 0.905 0.505 -0.525
C 1.932 -3.048 -4.027 -0.268 -1.246 -0.030
H 0.126 -6.596 4.823 0.100 -0.044 -0.219
H 0.052 -6.343 2.230 0.195 0.082 -0.034
H 1.344 2.381 3.491 -0.217 -0.154 -0.353
H 3.578 -4.459 -3.465 -0.260 -0.348 0.151
H 5.413 -1.335 -3.634 -0.250 -0.782 -0.397
H 1.768 -0.551 -1.708 -0.392 -0.303 0.323
H -6.092 1.970 -1.583 -0.058 -0.009 0.344
H -1.684 0.812 -5.457 0.017 -0.141 0.049
H 1.435 -2.726 -0.563 -0.064 -0.483 0.022
H -0.509 0.505 -2.866 -0.009 -0.468 -0.659
H 2.470 -5.563 3.127 -0.197 -0.182 -0.445
H -0.979 2.920 -2.719 0.213 -0.705 0.027
H 1.110 1.367 1.470 0.278 -0.050 0.077
H 1.752 -6.016 5.109 0.088 0.016 -0.501
H 1.891 -3.572 6.222 0.018 0.011 -0.206
H -1.749 0.524 -1.677 -0.271 0.472 -0.090
H 0.812 -4.216 -2.613 -0.045 -0.021 0.018
H -4.496 0.157 -1.911 0.060 -0.128 -0.077
H -5.872 2.125 -4.279 -0.525 0.246 0.124
H -0.378 6.521 -0.098 0.247 0.143 -0.066
H -2.016 -0.607 -2.902 0.623 -0.212 -0.391
H -0.848 -4.808 1.957 0.372 -0.033 -0.221
H 2.269 0.736 -3.247 -0.001 0.059 -0.581
H -0.695 -1.065 5.310 -0.260 -0.207 -0.381
H 1.129 3.736 -1.771 0.374 -0.373 0.220
H -4.698 2.786 -0.679 -0.313 -0.540 0.254
H 4.122 3.337 2.634 -0.123 0.495 -0.364
H 2.760 5.146 -1.497 0.207 0.102 0.126
H 2.229 -1.854 6.158 0.018 -0.066 0.227
H -6.670 -0.955 5.523 0.133 -0.028 -0.327
H -6.042 3.910 -3.836 -0.403 -0.320 0.101
H 2.256 -5.095 -4.626 0.034 -0.437 0.912
H 0.275 -2.528 -2.689 -0.106 -0.020 -0.245
H 3.545 -3.240 2.615 0.574 -0.460 0.301
H -2.143 -2.112 2.774 -0.314 0.088 -0.190
H 1.516 6.309 -1.825 -0.354 0.102 0.277
H 2.662 6.600 -0.478 -0.017 0.132 -0.209
H 0.155 -2.291 -4.841 -0.140 -0.061 -0.214
H -0.557 2.789 0.658 0.333 0.765 0.330
H -0.973 2.697 -4.513 0.552 -0.613 0.415
H -0.865 -2.801 1.932 0.314 0.340 0.089
H 0.459 -5.292 5.875 -0.337 0.511 -0.333
H -2.927 3.981 -1.732 -0.210 -0.306 0.182
H -4.818 3.348 -4.911 0.257 -0.107 0.180
H -0.396 4.253 -1.157 0.076 0.333 -0.027
H -1.239 -5.812 3.302 -0.056 -0.107 -0.154
H -3.975 4.928 -2.770 -0.409 -0.176 0.333
H 3.418 -4.042 -5.167 0.321 0.201 0.269
H 4.146 2.686 0.986 -0.216 0.100 -0.149
H 0.374 3.741 2.901 0.031 0.052 -0.101
H -1.885 4.927 -3.714 0.648 -0.381 0.435
H -4.291 -0.653 2.954 0.017 0.169 -0.005
H 2.811 -1.457 3.921 -0.539 0.327 0.464
H 3.888 0.707 -4.095 -0.034 0.207 0.063
H 2.629 -1.496 -5.980 0.171 0.269 -0.022
H 3.678 0.810 -2.278 0.480 0.364 -0.305
H 0.775 -2.424 6.910 -0.466 0.051 -0.372
H -0.608 5.304 1.127 0.016 -0.280 -0.286
H -3.055 -0.158 -4.931 0.036 0.004 0.340
H 0.504 6.512 1.480 0.376 0.361 -0.444
H -0.103 1.808 -0.526 0.471 0.291 -0.728
H 0.732 -0.216 5.099 0.632 -0.181 -0.443
H -3.308 1.432 -5.564 0.007 0.307 0.290
H 0.223 -1.383 0.631 0.729 0.572 -0.772
H 4.725 -2.657 -2.513 0.629 -0.093 -0.308
H -0.165 -0.797 3.629 -0.007 0.342 0.117
H 3.426 -3.777 4.354 0.207 -0.121 -0.145
H 3.634 1.787 2.417 -0.654 -0.264 -0.414
H 5.237 -1.029 -2.002 -0.360 -0.168 0.345
H 2.861 -3.428 -1.377 -0.016 -0.082 0.192
H -2.755 4.049 -4.817 -0.690 -0.370 0.242
H 2.186 1.691 0.107 0.323 0.174 0.188
H 3.231 -1.146 -0.879 -0.035 0.449 -0.008
H 3.625 5.434 1.907 -0.037 -0.010 -0.277
H 1.932 3.936 3.746 -0.095 0.478 -0.328
H 1.775 -4.501 1.883 0.077 0.058 -0.056
H -0.648 -0.170 -0.427 0.593 -0.134 -0.290
H 1.627 -1.962 2.714 0.186 0.144 -0.121
H 1.149 -2.906 -6.117 0.148 -0.514 -0.041
H 0.204 -4.019 -5.051 0.323 -0.266 -0.058
H -5.939 -0.956 3.344 -0.025 0.011 -0.156
H -5.881 3.760 -1.501 -0.367 -0.176 0.076
H -0.941 -3.845 5.730 -0.380 -0.020 -0.042
H -5.904 -0.022 6.669 0.658 0.197 -0.018